The following is a quantum chemistry calculation of a molecular structure, C27H19BrN5OSn, from OMol25.

Geometry (Å):
Sn 0.979 -0.360 -0.889
Br -2.928 5.626 2.015
O 0.697 1.697 -0.728
N -0.552 -2.102 -1.865
N 1.928 2.234 3.228
N 3.723 2.330 1.669
N 1.031 -1.816 1.186
N -1.127 -0.289 0.024
C 0.965 -1.099 2.307
C 4.227 1.221 2.204
C -0.270 -2.921 -2.851
C -1.489 -2.465 -0.950
C -2.137 -3.712 -0.998
C -3.274 -3.187 1.056
C 1.160 -0.767 4.770
C -1.318 2.106 0.485
C 1.202 -1.628 3.571
C -1.825 -4.560 -2.085
C 1.668 0.460 4.834
C -1.784 -1.546 0.091
C -0.623 4.796 0.548
C 1.524 -3.746 2.483
C -0.906 -4.165 -3.016
C 1.319 -3.117 1.269
C -3.046 -4.058 0.031
C -1.813 4.368 1.157
C -2.638 -1.926 1.091
C 2.430 1.107 3.733
C 3.616 0.564 3.257
C 2.608 2.787 2.228
C 0.202 3.898 -0.082
C -0.113 2.528 -0.118
C -1.771 0.756 0.447
C -2.163 3.050 1.112
C 1.464 -2.992 3.644
H 1.374 -3.661 0.334
H 0.700 -0.051 2.203
H 1.629 -3.460 4.607
H 1.733 -4.805 2.516
H 5.152 0.853 1.774
H 0.497 -2.599 -3.547
H 0.645 -1.172 5.635
H -2.317 -5.521 -2.166
H -0.362 5.846 0.573
H 1.518 1.056 5.727
H -2.788 0.602 0.809
H -3.090 2.716 1.561
H -2.825 -1.263 1.927
H -3.541 -5.020 -0.001
H 2.191 3.696 1.810
H 1.111 4.222 -0.570
H -3.950 -3.454 1.856
H 4.039 -0.330 3.694
H -0.650 -4.789 -3.860

## Properties
Charge: +1
Kohn-Sham gap: 7.23 eV
DFT total energy: -113674.8927 eV
HOMO level: -0.39546 hartree